(1)
Entry from the OMol25 dataset: a structure of composition C11H20N3P2W at a distorted geometry (the ωB97M-V functional and the def2-TZVPD basis).

```
37
Properties=species:S:1:pos:R:3:lowdin_spin:R:1
C 0.074 -0.340 -4.264 0.030
C -0.469 -1.503 -4.855 0.280
C -0.368 -2.573 -3.869 0.241
C 0.683 -2.195 -2.978 0.038
C 0.747 -0.732 -3.039 0.376
W -1.711 1.168 -0.814 0.895
P -0.562 3.051 -1.528 -0.014
H 0.018 0.703 -4.616 -0.005
H -0.853 -1.604 -5.867 0.013
H -0.895 -3.502 -3.911 0.013
H 1.246 -0.048 -2.316 0.016
H 1.185 -2.814 -2.232 -0.003
H -0.851 4.288 -0.910 -0.006
H -0.757 3.403 -2.926 0.000
H 0.896 3.044 -1.455 -0.002
C 1.463 -0.621 2.819 -0.001
N 1.286 0.816 2.515 -0.003
C 0.021 1.311 3.110 0.001
N -1.154 0.499 2.796 0.020
C -0.909 -0.944 3.047 0.002
N 0.322 -1.472 2.431 -0.003
C 0.194 -1.576 0.955 0.003
P -0.102 0.111 0.277 0.003
C 1.330 1.054 1.073 -0.007
C -1.694 0.697 1.369 0.087
H 1.618 -0.730 3.894 0.000
H 2.369 -0.977 2.258 0.000
H -0.163 2.345 2.792 0.000
H 0.156 1.279 4.213 0.000
H -1.776 -1.501 2.701 0.000
H -0.801 -1.070 4.159 0.000
H 1.092 -1.995 0.507 0.001
H -0.656 -2.218 0.688 0.000
H 1.255 2.148 0.865 0.000
H 2.264 0.692 0.643 -0.001
H -2.547 0.032 1.280 0.008
H -1.948 1.770 1.189 0.017
```

The molecular weight comes out at 440.090 g mol⁻¹. The HOMO-LUMO gap (alpha / beta) comes out at 6.45 / 6.09 eV. As for the HOMO energy (alpha / beta): -10.65 / -10.45 eV. Its total charge is +1. The value obtained for the total energy is -1344.59268 a.u. The energy above the lowest of the compared OMol25 structures with the same formula, charge and spin comes out at 271.71 kJ/mol. The value obtained for the LUMO energy (alpha / beta) is -4.2 / -4.4 eV. As for the multiplicity: 3.

(2)
Entry from the OMol25 dataset: the molecule C11H20O3 at a distorted geometry (the ωB97M-V functional and the def2-TZVPD basis).

```
34
Properties=species:S:1:pos:R:3:lowdin_charge:R:1
C 3.261 -1.739 0.974 -0.129
C 3.784 -0.888 -0.187 -0.283
C 2.746 -0.565 -1.297 -0.229
C 1.391 0.069 -0.916 -0.199
C 1.544 1.465 -0.281 -0.132
C 0.261 2.068 0.395 -0.292
C -0.406 1.188 1.448 -0.021
C -1.588 0.652 1.184 -0.038
C -2.281 0.847 -0.110 -0.372
C -2.954 -0.396 -0.588 -0.124
C -4.239 -0.666 0.190 -0.245
O -4.908 -1.732 -0.506 -0.066
O -1.296 1.219 -1.042 -0.066
O -0.730 2.493 -0.573 -0.036
H 4.134 -2.152 1.580 0.084
H 2.655 -2.589 0.605 0.074
H 2.631 -1.153 1.693 0.069
H 4.572 -1.441 -0.728 0.099
H 4.221 0.108 0.168 0.115
H 3.242 0.033 -2.076 0.107
H 2.542 -1.539 -1.799 0.110
H 0.814 0.214 -1.855 0.118
H 0.827 -0.540 -0.219 0.098
H 1.984 2.167 -0.993 0.122
H 2.235 1.416 0.546 0.097
H 0.581 3.012 0.828 0.144
H 0.231 1.026 2.367 0.135
H -2.086 -0.012 1.890 0.111
H -3.034 1.654 -0.030 0.164
H -3.192 -0.241 -1.647 0.139
H -2.329 -1.265 -0.441 0.130
H -3.980 -1.023 1.224 0.123
H -4.908 0.214 0.259 0.127
H -5.724 -1.902 -0.063 0.064
```

The molecular weight comes out at 200.278 g mol⁻¹. The HOMO-LUMO gap comes out at 10.55 eV. The SMILES is CCCCC[C@@H]1C=C[C@H](CCO)OO1. As for the HOMO energy: -9.74 eV. Its total charge is 0. The value obtained for the total energy is -656.71652 a.u. The energy above the lowest of the compared OMol25 structures with the same formula, charge and spin comes out at 321.10 kJ/mol. The value obtained for the LUMO energy is 0.8 eV.

(3)
Entry from the OMol25 dataset: a cluster of 2 separate species, C11H20OSi in total at a distorted geometry (the ωB97M-V functional and the def2-TZVPD basis).

```
33
Properties=species:S:1:pos:R:3:lowdin_charge:R:1
C 2.754 -0.042 -0.217 -0.308
C 0.569 2.700 1.470 -0.154
C -0.304 3.033 0.327 -0.193
C -1.915 0.246 -1.877 -0.128
C -0.610 0.266 -2.561 -0.174
C -0.618 1.792 1.096 -0.304
C -0.698 -0.461 -1.318 -0.400
C 3.024 -0.512 -1.659 -0.076
C 0.533 -2.642 0.493 -0.103
C -1.138 -1.699 2.140 -0.161
C 0.197 -1.425 1.450 -0.436
O 3.570 0.302 0.603 -0.004
Si 0.004 0.069 0.273 0.943
H 1.543 2.293 1.316 0.070
H 0.312 3.360 2.299 0.104
H -1.027 3.781 0.567 0.099
H 0.068 2.809 -0.664 0.086
H -2.391 0.999 -1.399 0.053
H -2.774 -0.393 -2.267 0.130
H -0.307 -0.430 -3.355 0.122
H 0.035 1.121 -2.453 0.088
H -1.455 1.659 1.689 0.056
H -0.858 -1.480 -1.336 0.067
H 2.276 -0.220 -2.351 0.031
H 4.032 -0.094 -1.863 0.084
H 2.996 -1.623 -1.612 0.083
H 1.018 -2.317 -0.380 0.012
H 1.107 -3.463 0.918 0.085
H -0.378 -3.020 0.159 0.045
H -1.404 -1.036 3.110 0.127
H -1.347 -2.660 2.560 0.054
H -1.914 -1.647 1.439 0.037
H 0.818 -1.288 2.260 0.065
```

The molecular weight comes out at 196.366 g mol⁻¹. The HOMO-LUMO gap (alpha / beta) comes out at 7.77 / 7.77 eV. As for the HOMO energy (alpha / beta): -6.93 / -6.93 eV. Its total charge is 0. The value obtained for the total energy is -795.66373 a.u. The energy above the lowest of the compared OMol25 structures with the same formula, charge and spin comes out at 527.23 kJ/mol. The value obtained for the LUMO energy (alpha / beta) is 0.8 / 0.8 eV.

(4)
Entry from the OMol25 dataset: the ion C11H20P with charge +1 at a distorted geometry (the ωB97M-V functional and the def2-TZVPD basis).

```
32
Properties=species:S:1:pos:R:3:lowdin_charge:R:1
C 3.005 0.080 -1.218 -0.018
C 4.162 -0.378 -0.467 -0.125
C 1.622 0.185 -1.021 -0.166
C 4.132 -0.796 0.783 0.082
C 0.842 0.381 0.084 -0.078
C -2.354 -0.713 -1.890 -0.122
C -1.227 2.520 -0.963 -0.179
C -0.098 -1.567 2.467 -0.084
C -1.932 -1.151 -0.439 -0.273
C -1.761 1.666 0.116 -0.355
C -1.011 -0.312 2.083 -0.355
P -0.809 0.102 0.372 0.880
H 3.154 0.320 -2.236 0.096
H 5.168 -0.340 -0.862 0.113
H 1.129 0.242 -2.042 0.134
H 5.014 -0.784 1.440 0.093
H 3.239 -0.811 1.396 0.057
H -3.015 0.063 -1.914 0.025
H -1.478 -0.543 -2.605 0.100
H -2.932 -1.465 -2.393 0.071
H -1.921 3.402 -1.402 0.144
H -0.324 2.952 -0.615 0.053
H -0.956 1.841 -1.841 0.074
H -0.472 -2.439 1.868 0.089
H 0.809 -1.121 2.220 0.011
H -0.375 -1.734 3.528 0.092
H -1.394 -2.089 -0.562 0.086
H -2.821 -1.405 0.084 0.084
H -2.857 1.363 -0.013 0.117
H -1.788 2.338 1.058 0.128
H -0.691 0.626 2.780 0.157
H -2.060 -0.434 2.205 0.068
```

The molecular weight comes out at 183.255 g mol⁻¹. The HOMO-LUMO gap (alpha / beta) comes out at 6.44 / 7.39 eV. As for the HOMO energy (alpha / beta): -11.96 / -12.92 eV. Its total charge is +1. The value obtained for the total energy is -772.03682 a.u. The energy above the lowest of the compared OMol25 structures with the same formula, charge and spin comes out at 489.52 kJ/mol. The value obtained for the LUMO energy (alpha / beta) is -5.5 / -5.5 eV.